# C20H34NO5Ta

C20H34NO5Ta as an isolated structure in a non-equilibrium geometry (ωB97M-V with the def2-TZVPD basis set, OMol25).

XYZ file:
```
61
Properties=species:S:1:pos:R:3:forces:R:3
Ta 0.2806 -0.9213 0.7277 0.48 -1.69 1.63
C 2.9803 -3.1991 0.5987 0.45 0.03 -0.31
O 1.6125 -3.0970 1.0182 -0.94 1.04 -0.17
C 1.4109 -3.4710 2.3910 -0.50 0.11 0.28
C -0.0828 -3.7376 2.5798 0.84 -0.36 0.30
O -0.8519 -2.6476 2.0347 0.85 1.23 -0.83
C -2.0250 -3.0501 1.3176 -0.62 -0.11 -0.73
C -1.6930 -3.4921 -0.1076 -0.10 -0.31 0.59
O -0.9996 -2.4226 -0.7503 0.36 0.36 0.83
C -0.9548 -2.5549 -2.1703 0.08 0.08 -0.66
H 3.6252 -2.5394 1.1812 -0.07 0.01 0.07
H 3.0170 -2.9116 -0.4517 0.00 -0.03 0.06
H 3.3212 -4.2319 0.6964 -0.10 0.08 0.02
H 1.7487 -2.6544 3.0423 0.03 -0.16 -0.11
H 1.9732 -4.3831 2.6209 -0.08 0.14 -0.07
H -0.2971 -3.8228 3.6499 -0.08 0.02 -0.17
H -0.3595 -4.6702 2.0795 -0.05 0.20 -0.01
H -2.6656 -2.1613 1.2799 0.02 -0.20 0.09
H -2.5429 -3.8487 1.8582 0.08 0.17 -0.03
H -2.6289 -3.7133 -0.6311 0.09 0.08 0.01
H -1.0626 -4.3925 -0.1254 -0.11 0.15 -0.02
H -1.9519 -2.4230 -2.5980 0.05 -0.01 0.12
H -0.5641 -3.5339 -2.4511 0.02 0.00 0.06
H -0.2916 -1.7778 -2.5465 -0.05 -0.06 -0.01
C 2.7360 0.2010 3.8867 -0.31 0.22 -0.30
C 1.8593 0.8443 2.7959 1.14 1.00 1.25
C 0.7714 1.7412 3.4103 0.09 -0.27 -0.18
C 2.7505 1.6732 1.8539 -0.26 -0.21 0.06
N 1.2320 -0.1474 2.0343 -2.40 -1.21 -3.35
H 3.2485 0.9856 4.4327 0.10 0.04 0.14
H 3.4796 -0.4461 3.4297 0.15 -0.09 0.00
H 2.1302 -0.3704 4.5836 -0.07 -0.09 0.12
H 1.2189 2.6391 3.8247 0.05 0.07 0.06
H 0.2445 1.2147 4.1991 -0.12 -0.06 0.13
H 0.0592 2.0201 2.6344 -0.05 0.16 0.01
H 3.2594 2.4433 2.4247 0.06 0.09 0.01
H 2.1437 2.1414 1.0813 -0.02 0.11 -0.08
H 3.4916 1.0341 1.3820 0.15 -0.03 -0.07
C -2.2065 4.8647 -4.4977 -0.07 0.20 -0.11
C -1.7950 3.7984 -3.5545 0.14 -0.35 0.28
C -0.6371 3.0623 -3.7998 -0.01 -0.07 0.10
C -0.1941 2.0746 -2.9485 -0.24 0.03 0.06
C 1.0728 1.3690 -3.2966 0.21 -0.07 -0.08
C -0.9750 1.7655 -1.7904 -0.04 0.06 -0.02
C -2.1559 2.5214 -1.5156 0.20 0.04 -0.13
C -3.0224 2.3194 -0.3165 -0.12 0.01 0.30
C -2.5212 3.5168 -2.4003 0.05 -0.01 -0.06
C -0.5583 0.7304 -0.8952 -0.83 1.85 -1.46
O -1.2576 0.3466 0.1093 0.30 -1.07 1.76
O 0.5746 0.1247 -1.0163 1.38 -1.24 0.93
H -1.9533 4.5932 -5.5194 -0.05 0.01 -0.08
H -1.6634 5.7838 -4.2703 0.01 0.06 0.03
H -3.2689 5.0769 -4.4236 -0.07 0.04 -0.04
H -0.0731 3.2767 -4.6940 0.14 0.01 -0.09
H 1.4632 1.7435 -4.2387 0.00 0.00 -0.02
H 0.9042 0.2976 -3.3930 0.14 -0.05 -0.06
H 1.8242 1.5236 -2.5221 0.06 -0.06 -0.09
H -3.6976 1.4776 -0.4810 -0.02 -0.05 0.09
H -3.6274 3.2060 -0.1451 -0.05 -0.01 -0.05
H -2.4487 2.1130 0.5853 -0.16 0.13 -0.06
H -3.4066 4.0975 -2.1930 -0.13 0.06 0.06
```
Positions in Å, forces in eV/Å.

Values from the calculation:
Largest force on an atom (eV/A): 4.29
Charge: +2
E_HOMO (Ha): -0.528
E_LUMO (eV): -7.98

Formally, the Mulliken partial charges of the atoms, in units of the elementary charge, are as follows: number 1, Ta, carries 1.738; number 2, C, carries -0.879; number 3, O, carries -0.431; number 4, C, carries -0.386; number 5, C, carries -0.578; number 6, O, carries -0.585; number 7, C, carries -0.834; number 8, C, carries -0.450; number 9, O, carries -0.184; number 10, C, carries -0.697; number 11, H, carries 0.317; number 12, H, carries 0.325; number 13, H, carries 0.355; number 14, H, carries 0.104; number 15, H, carries 0.569; number 16, H, carries 0.406; number 17, H, carries 0.368; number 18, H, carries 0.344; number 19, H, carries 0.501; number 20, H, carries 0.528; number 21, H, carries 0.369; number 22, H, carries 0.337; number 23, H, carries 0.358; number 24, H, carries 0.082; number 25, C, carries -1.665; number 26, C, carries 1.605; number 27, C, carries -1.472; number 28, C, carries -1.513; number 29, N, carries -0.399; number 30, H, carries 0.460; number 31, H, carries 0.360; number 32, H, carries 0.377; number 33, H, carries 0.426; number 34, H, carries 0.393; number 35, H, carries 0.294; number 36, H, carries 0.469; number 37, H, carries 0.335; number 38, H, carries 0.404; number 39, C, carries -1.589; number 40, C, carries 0.463; number 41, C, carries -0.953; number 42, C, carries 0.767; number 43, C, carries -1.238; number 44, C, carries 0.526; number 45, C, carries 0.761; number 46, C, carries -1.418; number 47, C, carries -0.858; number 48, C, carries 1.523; number 49, O, carries -0.767; number 50, O, carries -0.796; number 51, H, carries 0.415; number 52, H, carries 0.315; number 53, H, carries 0.412; number 54, H, carries 0.406; number 55, H, carries 0.446; number 56, H, carries 0.176; number 57, H, carries 0.256; number 58, H, carries 0.311; number 59, H, carries 0.453; number 60, H, carries 0.193; number 61, H, carries 0.444

# C31H31Cl2N4OReS

C31H31Cl2N4OReS as an isolated structure (ωB97M-V with the def2-TZVPD basis set, OMol25).

XYZ file:
```
71
Properties=species:S:1:pos:R:3:forces:R:3
Re 0.7241 -0.1744 2.1738 0.16 0.43 -0.30
C 3.7746 -1.4679 -2.3314 0.02 0.00 0.02
C 5.1345 -1.5847 -1.6428 0.03 -0.01 -0.05
C 5.6728 -3.0072 -1.8633 -0.02 0.01 0.01
C 6.0940 -0.5665 -2.2795 -0.03 -0.01 0.02
C 5.0448 -1.3093 -0.1468 -0.01 0.00 0.02
C 6.2171 -1.3883 0.6379 0.01 0.01 0.03
C 6.2231 -1.1647 1.9949 0.05 -0.02 -0.02
C 5.0134 -0.8391 2.6042 -0.06 0.01 0.01
S 4.6866 -0.5148 4.2784 -0.05 0.02 -0.01
C 3.0521 -0.2716 3.9127 0.11 -0.02 -0.02
N 2.7370 -0.4073 2.6298 0.06 -0.02 0.07
C 3.8440 -0.7443 1.8539 0.08 0.00 -0.01
C 3.8550 -0.9891 0.4813 -0.07 0.00 -0.01
C 1.9613 0.0983 4.8019 -0.07 0.03 0.02
C 2.0637 0.2921 6.1671 0.01 -0.03 -0.03
C 0.9354 0.6942 6.8751 -0.03 0.02 0.03
C -0.2800 0.9035 6.2306 0.02 -0.01 0.00
C -0.3895 0.7006 4.8631 -0.04 -0.04 -0.04
C 0.7240 0.2719 4.1292 0.09 0.04 -0.09
H 3.8923 -1.6698 -3.3954 0.00 0.00 0.00
H 3.3595 -0.4602 -2.2356 -0.01 0.00 0.00
H 3.0586 -2.1947 -1.9390 -0.01 0.00 0.00
H 5.7252 -3.2151 -2.9322 0.00 -0.01 0.00
H 5.0215 -3.7512 -1.4015 0.00 -0.01 0.00
H 6.6757 -3.1332 -1.4567 0.00 0.00 0.01
H 6.1744 -0.7600 -3.3493 0.00 0.01 0.00
H 7.0964 -0.6311 -1.8576 0.00 0.00 0.00
H 5.7318 0.4542 -2.1416 0.01 0.01 -0.01
H 7.1521 -1.6439 0.1588 0.00 0.00 0.00
H 7.1374 -1.2432 2.5671 0.00 0.00 -0.01
H 2.9285 -0.9502 -0.0799 0.01 -0.01 -0.02
H 3.0041 0.1441 6.6832 0.00 0.00 0.01
H 1.0064 0.8564 7.9424 0.01 -0.01 0.00
H -1.1409 1.2280 6.7992 0.00 0.00 0.00
H -1.3402 0.8758 4.3733 0.01 0.02 -0.01
C -6.1476 4.0357 -5.4639 -0.01 0.02 -0.02
C -5.8632 2.7622 -4.7683 0.00 -0.02 0.00
C -5.4055 2.7402 -3.4229 -0.01 0.00 -0.01
C -5.1687 1.5705 -2.7662 0.01 0.03 0.04
C -5.3908 0.3352 -3.4392 -0.05 0.04 0.07
N -5.2394 -0.8682 -2.8542 0.08 -0.10 -0.21
C -4.8355 -1.2849 -1.5467 -0.06 -0.02 0.22
O -5.4242 -2.1955 -1.0433 0.04 0.01 -0.01
N -3.7574 -0.6228 -1.0063 0.01 0.05 -0.07
C -3.1991 -0.9261 0.2523 0.05 -0.07 0.07
C -3.8389 -1.7167 1.2119 -0.06 0.08 -0.04
C -3.2030 -1.9485 2.4168 -0.01 -0.01 -0.02
C -1.9594 -1.4056 2.6518 0.04 0.00 0.03
N -1.3330 -0.6379 1.7382 -0.22 -0.04 -0.05
C -1.9483 -0.4061 0.5622 0.03 -0.04 -0.04
C -5.8591 0.3461 -4.7913 -0.01 -0.01 -0.02
C -6.0789 1.5233 -5.4292 0.00 0.00 0.01
H -5.8095 4.9042 -4.9055 0.00 0.00 0.00
H -7.2288 4.1266 -5.6245 0.00 -0.01 0.01
H -5.7018 4.0392 -6.4616 0.01 0.00 0.01
H -5.2720 3.6818 -2.9067 0.00 0.00 0.00
H -4.8802 1.5800 -1.7242 0.00 -0.01 -0.02
H -5.6585 -1.6568 -3.3393 0.02 0.00 -0.01
H -3.1812 -0.0894 -1.6407 -0.05 0.04 0.02
H -4.8096 -2.1420 1.0182 -0.01 -0.01 0.00
H -3.6745 -2.5565 3.1757 0.00 0.00 0.00
H -1.4427 -1.5795 3.5865 0.02 0.01 0.01
H -1.4137 0.2157 -0.1467 0.01 0.01 0.01
H -6.0309 -0.5964 -5.2972 0.00 0.00 0.01
H -6.4308 1.5252 -6.4528 0.00 0.01 0.00
Cl -0.8812 2.8794 1.5838 0.05 0.00 -0.02
C 0.7702 3.1206 1.0735 -0.15 0.15 0.04
Cl 1.5406 1.5517 0.5539 -0.10 -0.47 0.42
H 1.3682 3.4920 1.8978 0.02 -0.04 -0.01
H 0.8173 3.7661 0.2032 0.01 -0.03 -0.02
```
Positions in Å, forces in eV/Å.

Values from the calculation:
Largest force on an atom (eV/A): 0.64
Charge: +3
E_HOMO (spin up / spin down) (Ha): -0.570 / -0.570
E_LUMO (spin up / spin down) (eV): -9.64 / -10.53
2S+1: 4

Formally, the Mulliken partial charges of the atoms, in units of the elementary charge, are as follows: number 1, Re, carries 0.222; number 2, C, carries -2.015; number 3, C, carries 1.887; number 4, C, carries -1.558; number 5, C, carries -1.523; number 6, C, carries -0.020; number 7, C, carries -0.551; number 8, C, carries -1.369; number 9, C, carries 0.747; number 10, S, carries -0.231; number 11, C, carries 1.102; number 12, N, carries 0.068; number 13, C, carries -0.602; number 14, C, carries 0.320; number 15, C, carries 0.197; number 16, C, carries -0.775; number 17, C, carries -0.697; number 18, C, carries -0.784; number 19, C, carries -0.207; number 20, C, carries 0.295; number 21, H, carries 0.444; number 22, H, carries 0.362; number 23, H, carries 0.378; number 24, H, carries 0.450; number 25, H, carries 0.386; number 26, H, carries 0.352; number 27, H, carries 0.446; number 28, H, carries 0.352; number 29, H, carries 0.371; number 30, H, carries 0.476; number 31, H, carries 0.429; number 32, H, carries 0.567; number 33, H, carries 0.483; number 34, H, carries 0.448; number 35, H, carries 0.441; number 36, H, carries 0.510; number 37, C, carries -1.345; number 38, C, carries 0.672; number 39, C, carries -0.835; number 40, C, carries -0.242; number 41, C, carries 1.050; number 42, N, carries -0.084; number 43, C, carries 0.258; number 44, O, carries -0.529; number 45, N, carries -0.162; number 46, C, carries 0.415; number 47, C, carries -0.248; number 48, C, carries -1.026; number 49, C, carries -0.230; number 50, N, carries -0.396; number 51, C, carries -0.195; number 52, C, carries -0.552; number 53, C, carries -0.749; number 54, H, carries 0.372; number 55, H, carries 0.363; number 56, H, carries 0.390; number 57, H, carries 0.378; number 58, H, carries 0.532; number 59, H, carries 0.291; number 60, H, carries 0.342; number 61, H, carries 0.549; number 62, H, carries 0.451; number 63, H, carries 0.589; number 64, H, carries 0.400; number 65, H, carries 0.399; number 66, H, carries 0.469; number 67, Cl, carries -0.030; number 68, C, carries -0.384; number 69, Cl, carries -0.048; number 70, H, carries 0.320; number 71, H, carries 0.416

# C3H4N3O

An isolated ion of composition C3H4N3O and charge +1 in a non-equilibrium geometry (ωB97M-V with the def2-TZVPD basis set, OMol25).

XYZ file:
```
11
Properties=species:S:1:pos:R:3:forces:R:3
C 1.7324 0.2169 -0.0767 -0.39 0.23 3.17
C 0.2803 0.2982 -0.1329 0.25 -1.36 1.02
N -0.3882 1.2875 -0.5240 -0.70 1.48 -0.41
N -1.7442 1.0534 -0.3318 -1.14 -0.80 -0.05
N -2.0073 -0.1326 -0.0321 0.59 0.31 0.17
C -0.6617 -0.8791 0.2266 0.25 -0.30 0.48
O -0.4914 -1.9784 0.6074 -0.55 1.27 -0.54
H 1.9510 -0.7867 0.1382 0.78 -1.65 -0.54
H 2.2062 0.6733 0.8796 -1.14 0.03 -1.53
H 2.1172 0.6389 -0.9411 1.20 0.68 -1.54
H -2.9944 -0.3914 0.1866 0.84 0.11 -0.22
```
Positions in Å, forces in eV/Å.

Values from the calculation:
Largest force on an atom (eV/A): 3.20
Charge: +1
E_HOMO (Ha): -0.607
E_LUMO (eV): -8.18

Formally, the Mulliken partial charges of the atoms, in units of the elementary charge, are as follows: number 1, C, carries -1.052; number 2, C, carries 0.552; number 3, N, carries -0.219; number 4, N, carries -0.191; number 5, N, carries 0.267; number 6, C, carries 0.533; number 7, O, carries -0.272; number 8, H, carries 0.355; number 9, H, carries 0.341; number 10, H, carries 0.363; number 11, H, carries 0.323

> charge of number 3 (C3H4N3O)?

+1

> Among the records above, which one has the lowest largest force on an atom?

C31H31Cl2N4OReS

What did the third record say?
# C3H4N3O

An isolated ion of composition C3H4N3O and charge +1 in a non-equilibrium geometry (ωB97M-V with the def2-TZVPD basis set, OMol25).

XYZ file:
```
11
Properties=species:S:1:pos:R:3:forces:R:3
C 1.7324 0.2169 -0.0767 -0.39 0.23 3.17
C 0.2803 0.2982 -0.1329 0.25 -1.36 1.02
N -0.3882 1.2875 -0.5240 -0.70 1.48 -0.41
N -1.7442 1.0534 -0.3318 -1.14 -0.80 -0.05
N -2.0073 -0.1326 -0.0321 0.59 0.31 0.17
C -0.6617 -0.8791 0.2266 0.25 -0.30 0.48
O -0.4914 -1.9784 0.6074 -0.55 1.27 -0.54
H 1.9510 -0.7867 0.1382 0.78 -1.65 -0.54
H 2.2062 0.6733 0.8796 -1.14 0.03 -1.53
H 2.1172 0.6389 -0.9411 1.20 0.68 -1.54
H -2.9944 -0.3914 0.1866 0.84 0.11 -0.22
```
Positions in Å, forces in eV/Å.

Values from the calculation:
Largest force on an atom (eV/A): 3.20
Charge: +1
E_HOMO (Ha): -0.607
E_LUMO (eV): -8.18

Formally, the Mulliken partial charges of the atoms, in units of the elementary charge, are as follows: number 1, C, carries -1.052; number 2, C, carries 0.552; number 3, N, carries -0.219; number 4, N, carries -0.191; number 5, N, carries 0.267; number 6, C, carries 0.533; number 7, O, carries -0.272; number 8, H, carries 0.355; number 9, H, carries 0.341; number 10, H, carries 0.363; number 11, H, carries 0.323

> Among the records above, which one has the lowest largest force on an atom?

C31H31Cl2N4OReS